{"formula": "C38H35MnN2OP2S5", "method": "ωB97M-V with the def2-TZVPD basis set", "symbols": ["Mn", "S", "C", "S", "C", "C", "S", "S", "S", "C", "N", "C", "P", "C", "C", "C", "C", "C", "C", "C", "C", "C", "C", "C", "C", "C", "C", "C", "C", "C", "C", "P", "C", "C", "C", "C", "C", "C", "C", "C", "C", "C", "C", "C", "H", "H", "H", "H", "H", "H", "H", "H", "H", "H", "H", "H", "H", "H", "H", "H", "H", "H", "H", "H", "H", "H", "H", "H", "H", "H", "H", "H", "H", "N", "C", "O", "C", "C", "H", "H", "H", "H", "H", "H"], "coordinates": [[0.5757, -1.7607, -0.0452], [5.7752, -6.7693, -1.4871], [4.7703, -5.4951, -1.1938], [3.7975, -4.7381, -2.3897], [2.9281, -3.6221, -1.3586], [3.2371, -3.6759, -0.0659], [2.4899, -2.7251, 1.1993], [4.4583, -4.8503, 0.3679], [1.7369, -2.5785, -2.0897], [-1.4531, 1.0936, 0.4710], [-0.7309, 2.0458, -0.3480], [0.5607, 1.6979, -0.9387], [1.5585, 0.4457, 0.0142], [1.7503, 1.2340, 1.6445], [1.5537, 2.6079, 1.8008], [1.6964, 3.2012, 3.0475], [2.0455, 2.4294, 4.1491], [2.2494, 1.0630, 4.0007], [2.0951, 0.4619, 2.7555], [3.1714, 0.6823, -0.7967], [4.2704, 1.1044, -0.0549], [5.5094, 1.2579, -0.6659], [5.6570, 0.9830, -2.0175], [4.5649, 0.5505, -2.7607], [3.3275, 0.3914, -2.1525], [-1.1292, 3.3896, -0.3274], [-1.9274, 3.8945, 0.7053], [-2.3143, 5.2306, 0.7063], [-1.9071, 6.0939, -0.3014], [-1.1092, 5.5954, -1.3254], [-0.7282, 4.2602, -1.3490], [-1.5271, -0.6041, -0.2639], [-3.0401, -1.2519, 0.5218], [-3.2007, -1.1707, 1.9097], [-4.3452, -1.6802, 2.5104], [-5.3300, -2.2863, 1.7382], [-5.1698, -2.3800, 0.3636], [-4.0289, -1.8655, -0.2439], [-1.9795, -0.2862, -1.9868], [-2.9396, 0.6752, -2.3107], [-3.2367, 0.9433, -3.6369], [-2.5803, 0.2491, -4.6512], [-1.6321, -0.7145, -4.3403], [-1.3274, -0.9822, -3.0069], [-2.4788, 1.4208, 0.5893], [-1.0292, 0.9815, 1.4754], [1.1744, 2.5857, -1.0308], [0.4624, 1.2830, -1.9427], [1.2903, 3.2338, 0.9582], [1.5380, 4.2683, 3.1528], [2.1610, 2.8955, 5.1210], [2.5294, 0.4565, 4.8542], [2.2532, -0.6044, 2.6472], [4.1659, 1.3129, 1.0024], [6.3601, 1.5854, -0.0792], [6.6274, 1.0901, -2.4903], [4.6802, 0.3107, -3.8113], [2.5001, 0.0115, -2.7356], [-2.2275, 3.2564, 1.5277], [-2.9299, 5.5988, 1.5195], [-2.2039, 7.1360, -0.2893], [-0.7883, 6.2485, -2.1296], [-0.1391, 3.8855, -2.1790], [-2.4284, -0.7225, 2.5238], [-4.4653, -1.6082, 3.5850], [-6.2207, -2.6857, 2.2089], [-5.9327, -2.8535, -0.2428], [-3.9139, -1.9411, -1.3198], [-3.4534, 1.2220, -1.5246], [-3.9778, 1.6957, -3.8829], [-2.8138, 0.4642, -5.6884], [-1.1237, -1.2597, -5.1272], [-0.5925, -1.7399, -2.7742], [-0.8291, -3.3683, 3.7200], [-0.5202, -3.0103, 2.4586], [-0.2258, -1.8357, 2.1929], [-0.5221, -4.0732, 1.3961], [-0.5984, -3.4975, -0.0116], [-0.7129, -2.6974, 4.4589], [-0.9945, -4.3300, 3.9549], [-1.3364, -4.7783, 1.5941], [0.4215, -4.6042, 1.5264], [-1.6328, -3.2915, -0.2636], [-0.2148, -4.1864, -0.7415]], "s2": 6.20, "multiplicity": 5, "homo_lumo_gap_ev": [5.81, 6.41], "homo_ev": [-6.2, -6.3], "lumo_ev": [-0.4289, 0.0875]}

---

{"formula": "C38H35MoN3O4SSbSe", "method": "ωB97M-V with the def2-TZVPD basis set", "symbols": ["Mo", "O", "C", "O", "C", "C", "C", "C", "C", "N", "C", "O", "O", "H", "H", "H", "C", "N", "C", "C", "N", "C", "S", "H", "H", "H", "H", "H", "H", "C", "C", "C", "C", "C", "C", "Sb", "C", "C", "C", "C", "C", "C", "C", "C", "C", "C", "C", "C", "H", "H", "H", "H", "H", "H", "H", "H", "H", "H", "H", "H", "H", "H", "H", "C", "C", "C", "C", "C", "C", "Se", "C", "C", "C", "H", "H", "H", "H", "H", "H", "H", "H", "H", "H", "H"], "coordinates": [[0.0519, 0.2713, 0.8151], [-1.7550, 3.7322, -0.1980], [-1.3822, 2.7310, 0.3658], [-0.6441, 1.7863, -0.1419], [-1.7029, 2.3887, 1.8026], [-2.4897, 3.0960, 2.6983], [-2.6194, 2.5998, 3.9920], [-1.9379, 1.4482, 4.3650], [-1.1665, 0.8008, 3.4104], [-1.0852, 1.2556, 2.1532], [-0.3076, -0.4238, 3.5815], [-0.1402, -1.0052, 4.6291], [0.2250, -0.7479, 2.4324], [-2.9814, 3.9989, 2.3759], [-3.2343, 3.1181, 4.7095], [-1.9971, 1.0462, 5.3620], [4.5628, 3.3003, 1.0515], [4.4730, 1.8722, 1.1646], [5.4936, 0.9827, 0.9563], [5.0158, -0.2601, 1.1970], [3.7017, -0.1212, 1.5605], [3.3725, 1.1886, 1.5282], [1.8800, 1.8914, 1.9042], [5.1342, 3.5567, 0.1632], [5.0566, 3.7245, 1.9258], [3.5575, 3.7108, 0.9827], [6.4685, 1.2926, 0.6403], [5.4933, -1.2150, 1.1296], [3.0806, -0.8727, 1.8421], [-2.4739, -4.4421, -3.4159], [-1.4879, -3.4714, -3.4498], [-1.4307, -2.5008, -2.4636], [-2.3684, -2.5001, -1.4404], [-3.3601, -3.4684, -1.4060], [-3.4084, -4.4373, -2.3945], [-2.2522, -1.0255, 0.1153], [-3.5096, -1.8989, 1.6087], [-4.8812, -1.9785, 1.3968], [-5.6809, -2.6393, 2.3146], [-5.1130, -3.2290, 3.4331], [-3.7468, -3.1450, 3.6480], [-2.9413, -2.4851, 2.7328], [-3.4092, 0.5985, -0.6504], [-3.1571, 1.0130, -1.9516], [-3.6550, 2.2248, -2.3954], [-4.4180, 3.0104, -1.5456], [-4.6916, 2.5849, -0.2564], [-4.1700, 1.3859, 0.2035], [-2.5091, -5.2005, -4.1847], [-0.7588, -3.4709, -4.2447], [-0.6455, -1.7478, -2.4928], [-4.0923, -3.4698, -0.6105], [-4.1775, -5.1922, -2.3625], [-5.3165, -1.5354, 0.5083], [-6.7476, -2.7053, 2.1534], [-5.7361, -3.7632, 4.1347], [-3.3045, -3.6059, 4.5194], [-1.8682, -2.4295, 2.8918], [-2.5606, 0.3855, -2.6070], [-3.4260, 2.5688, -3.3920], [-4.8038, 3.9566, -1.8921], [-5.2869, 3.2024, 0.4012], [-4.3521, 1.0622, 1.2252], [6.6692, 1.0161, -3.4709], [5.4195, 0.5748, -2.7800], [5.2214, -0.7531, -2.4254], [4.0471, -1.1806, -1.8258], [3.8470, -2.6300, -1.5069], [3.0508, -0.2308, -1.5630], [1.4000, -0.8565, -0.7512], [3.2042, 1.1099, -1.9403], [2.1039, 2.1126, -1.7848], [4.4058, 1.4904, -2.5203], [7.3904, 0.2067, -3.5300], [7.1230, 1.8609, -2.9555], [6.4326, 1.3391, -4.4838], [5.9899, -1.4801, -2.6447], [4.7291, -3.2092, -1.7631], [2.9978, -3.0178, -2.0712], [3.6207, -2.7787, -0.4503], [1.7730, 2.1933, -0.7456], [1.2348, 1.8202, -2.3778], [2.4265, 3.0942, -2.1169], [4.5340, 2.5217, -2.8212]], "s2": 2.03, "charge": 1, "multiplicity": 3, "homo_lumo_gap_ev": [7.11, 6.42], "homo_ev": [-10.6, -10.8], "lumo_ev": [-3.4920, -4.3628]}

---

{"formula": "C38H36AlNO21P", "method": "ωB97M-V with the def2-TZVPD basis set", "symbols": ["O", "P", "Al", "C", "C", "C", "C", "N", "C", "C", "C", "C", "H", "H", "H", "H", "H", "H", "H", "H", "H", "H", "H", "H", "H", "H", "H", "H", "C", "C", "C", "O", "C", "C", "C", "O", "O", "O", "H", "H", "H", "H", "C", "C", "C", "O", "C", "C", "C", "O", "O", "O", "H", "H", "H", "H", "C", "C", "C", "O", "C", "C", "C", "O", "O", "O", "H", "H", "H", "H", "C", "C", "C", "O", "C", "C", "C", "O", "O", "O", "H", "H", "H", "H", "C", "C", "C", "O", "C", "C", "C", "O", "O", "O", "H", "H", "H", "H"], "coordinates": [[-0.5779, 2.2667, -0.0253], [-0.5351, 2.4057, -1.5667], [-2.7437, 2.2328, -2.3567], [-2.6677, 1.2351, -4.1779], [-3.0835, 2.1604, -5.4142], [-1.9574, 2.3230, -6.5116], [-0.5516, 2.7471, -5.9511], [-0.4278, 4.1726, -5.6077], [-0.8495, 4.8287, -4.4540], [-0.5520, 6.2534, -4.3678], [0.1607, 6.4875, -5.6803], [0.2002, 5.1938, -6.3704], [0.3257, 1.4430, -2.2032], [0.0567, 3.7024, -1.8239], [-3.6297, 1.4688, -1.2850], [-3.4310, 3.6625, -2.5871], [-1.6879, 0.6992, -4.3289], [-3.4581, 0.4274, -4.0793], [-3.5094, 3.1564, -5.0918], [-3.9479, 1.6254, -5.9232], [-1.8218, 1.2968, -6.9806], [-2.3503, 2.9833, -7.3342], [-0.2910, 2.1341, -5.0553], [0.1967, 2.5628, -6.7815], [-1.3675, 4.4119, -3.5600], [-0.7631, 6.9728, -3.5404], [0.5755, 7.4715, -5.9920], [0.7035, 5.0812, -7.3639], [-3.9790, -1.6842, 3.3080], [-4.4145, -1.5622, 2.0513], [-3.9797, -0.4272, 1.1806], [-4.3857, -0.3657, 0.0377], [-3.0754, 0.5731, 1.7545], [-2.6438, 0.4502, 3.0136], [-3.0578, -0.6978, 3.8724], [-2.6258, -0.7822, 5.0120], [-1.8115, 1.3599, 3.5679], [-5.2655, -2.4564, 1.5084], [-4.2845, -2.5016, 3.9473], [-2.7793, 1.4002, 1.1193], [-1.6492, 1.0441, 4.4761], [-5.4217, -2.1420, 0.5957], [4.4870, -1.3666, 0.4937], [3.3894, -1.8231, -0.1173], [2.1224, -1.0288, -0.1416], [1.1522, -1.4746, -0.7256], [2.1063, 0.2602, 0.5499], [3.2039, 0.7142, 1.1637], [4.4768, -0.0664, 1.1648], [5.4616, 0.3912, 1.7210], [3.2128, 1.8993, 1.8107], [3.3733, -3.0192, -0.7401], [5.4101, -1.9299, 0.5168], [1.1731, 0.8204, 0.5397], [4.1170, 1.9957, 2.1638], [2.4681, -3.1164, -1.1003], [-3.0307, -0.8478, 8.5648], [-1.8107, -0.5574, 9.0283], [-1.6052, -0.0467, 10.4175], [-0.4760, 0.1882, 10.8083], [-2.7868, 0.1555, 11.2568], [-4.0057, -0.1316, 10.7919], [-4.2084, -0.6681, 9.4120], [-5.3359, -0.9335, 9.0358], [-5.1093, 0.0490, 11.5464], [-0.7109, -0.7128, 8.2650], [-3.1924, -1.2201, 7.5612], [-2.6268, 0.5421, 12.2540], [-5.8570, -0.2322, 10.9842], [0.0381, -0.4378, 8.8276], [2.5452, -6.0482, 0.6636], [2.5365, -7.0598, 1.5364], [1.3723, -7.9909, 1.6410], [1.4134, -8.9119, 2.4372], [0.2193, -7.7486, 0.7749], [0.2261, -6.7346, -0.0960], [1.4018, -5.8211, -0.2189], [1.3749, -4.9210, -1.0376], [-0.8256, -6.4911, -0.9016], [3.5782, -7.2880, 2.3622], [3.3822, -5.3682, 0.5760], [-0.6239, -8.4184, 0.8724], [-0.5737, -5.7106, -1.4330], [3.3266, -8.0712, 2.8882], [5.3881, 2.8311, -4.1816], [4.0756, 3.0829, -4.1087], [3.0644, 2.0824, -4.5665], [1.8834, 2.3435, -4.4650], [3.5503, 0.8203, -5.1270], [4.8605, 0.5727, -5.2019], [5.8711, 1.5615, -4.7190], [7.0572, 1.2859, -4.7900], [5.3327, -0.5829, -5.7170], [3.6085, 4.2456, -3.6203], [6.1305, 3.5449, -3.8520], [2.8089, 0.1118, -5.4708], [6.3049, -0.5160, -5.6561], [2.6325, 4.1828, -3.6729]], "charge": -1, "homo_lumo_gap_ev": 4.60, "homo_ev": -4.9, "lumo_ev": -0.3456}

---

{"formula": "C38H36BF3O4", "method": "ωB97M-V with the def2-TZVPD basis set", "symbols": ["C", "C", "C", "C", "C", "B", "C", "C", "C", "C", "C", "F", "F", "F", "C", "C", "O", "C", "C", "C", "C", "C", "C", "O", "O", "H", "H", "H", "H", "H", "H", "H", "H", "H", "H", "H", "H", "H", "H", "H", "H", "H", "H", "H", "H", "H", "C", "O", "C", "C", "C", "C", "C", "C", "C", "C", "C", "C", "C", "C", "C", "C", "C", "C", "C", "C", "C", "H", "H", "H", "H", "H", "H", "H", "H", "H", "H", "H", "H", "H", "H", "H"], "coordinates": [[-1.9019, 4.9302, -0.1264], [-1.1378, 4.0017, 0.6827], [-1.3518, 3.3914, 1.8970], [-0.1881, 2.6098, 2.1722], [0.7026, 2.8213, 1.1248], [-1.9434, -1.2126, -0.2684], [2.0777, 2.5204, 0.9136], [2.8486, 1.8786, 1.9081], [4.1919, 1.6456, 1.7017], [4.7668, 2.0334, 0.4912], [6.1858, 1.6336, 0.2269], [6.6327, 2.0374, -1.0012], [7.0595, 2.1240, 1.1526], [6.3141, 0.2590, 0.2487], [4.0551, 2.7388, -0.4686], [2.7115, 2.9574, -0.2705], [-2.7134, -1.3708, 0.8739], [-3.9721, -0.7312, 0.6153], [-4.9942, -1.8285, 0.9189], [-4.1196, 0.3689, 1.6595], [-3.8663, -0.2148, -0.9082], [-4.7032, -1.0424, -1.8807], [-4.0762, 1.2814, -1.0956], [-2.4961, -0.4468, -1.2923], [0.0844, 3.6238, 0.1938], [-2.2824, 5.7153, 0.5353], [-1.2715, 5.3869, -0.8981], [-2.7629, 4.4435, -0.6062], [-2.2012, 3.5316, 2.5586], [-0.0069, 1.9767, 3.0405], [2.3756, 1.5601, 2.8416], [4.7896, 1.1683, 2.4740], [4.5453, 3.1232, -1.3590], [2.1407, 3.4397, -1.0658], [-6.0256, -1.4752, 0.7795], [-4.8093, -2.7126, 0.2949], [-4.8710, -2.1255, 1.9739], [-5.1062, 0.8442, 1.5860], [-4.0470, -0.0802, 2.6582], [-3.3388, 1.1360, 1.5705], [-5.7763, -0.8849, -1.7163], [-4.4631, -0.7466, -2.9111], [-4.4652, -2.1118, -1.7813], [-5.0822, 1.5821, -0.7802], [-3.3331, 1.8648, -0.5342], [-3.9604, 1.5353, -2.1579], [4.9701, 0.1409, -3.4326], [3.7898, 0.9385, -3.1707], [2.8135, 0.4273, -2.3694], [1.4987, 0.9340, -2.5413], [0.5051, 0.5532, -1.6676], [0.7780, -0.2958, -0.5728], [-0.2838, -0.8829, 0.2151], [0.0409, -1.5172, 1.4991], [-0.3087, -2.9050, 1.5565], [0.0691, -3.7184, 2.6285], [0.7854, -3.1540, 3.6858], [1.1538, -1.7990, 3.6403], [0.8318, -1.0029, 2.5297], [-0.7669, -3.4034, 0.2817], [-0.9179, -2.3523, -0.6769], [-0.9004, -2.6770, -2.0516], [-0.8935, -4.0121, -2.4362], [-0.9202, -5.0380, -1.4704], [-0.8384, -4.7409, -0.1056], [2.1162, -0.7386, -0.4044], [3.1039, -0.4677, -1.3226], [5.4661, 0.6512, -4.2569], [5.6275, 0.1231, -2.5566], [4.7124, -0.8897, -3.7081], [1.3147, 1.6316, -3.3606], [-0.5151, 0.9162, -1.7836], [-0.1887, -4.7796, 2.5987], [1.0794, -3.7802, 4.5312], [1.7289, -1.3611, 4.4585], [1.1871, 0.0221, 2.4444], [-0.9691, -1.8704, -2.7768], [-0.8977, -4.2706, -3.4939], [-1.0248, -6.0750, -1.7831], [-0.8181, -5.5102, 0.6660], [2.3617, -1.3707, 0.4467], [4.0945, -0.9060, -1.2125]], "homo_lumo_gap_ev": 6.37, "homo_ev": -7.0, "lumo_ev": -0.6062}